A single C6H10 molecule, computed with ωB97M-V/def2-TZVPD.

As for the HOMO energy: -9.10 eV. The calculation puts the gap between HOMO and LUMO at 10.30 eV. The SMILES is C[C@@H]1C=CCC1. As for the multiplicity: 1.

Last column: Löwdin charge in e.
CARTESIAN COORDINATES (ANGSTROEM)
1 C -1.34 -1.21 0.67  -0.073
2 C 0.06 -0.86 0.15  -0.359
3 C 0.80 0.07 1.09  -0.088
4 C 1.03 1.27 0.56  -0.100
5 C 0.51 1.38 -0.86  -0.188
6 C 0.07 -0.06 -1.19  -0.154
7 H -1.75 -0.41 1.29  0.078
8 H -1.32 -2.12 1.28  0.070
9 H -2.05 -1.40 -0.14  0.068
10 H 0.62 -1.79 0.02  0.126
11 H 1.06 -0.22 2.10  0.105
12 H 1.50 2.10 1.07  0.099
13 H -0.32 2.10 -0.91  0.106
14 H 1.28 1.75 -1.55  0.102
15 H 0.78 -0.52 -1.89  0.107
16 H -0.91 -0.09 -1.68  0.101

2 unconnected molecules or ions with the total composition C6H10, computed with ωB97M-V/def2-TZVPD.

As for the HOMO energy: -7.91 eV. The calculation puts the gap between HOMO and LUMO at 7.79 eV. As for the multiplicity: 1.

Last column: Löwdin charge in e.
CARTESIAN COORDINATES (ANGSTROEM)
1 C 2.27 0.06 -0.09  -0.039
2 C 0.80 0.04 0.15  -0.261
3 C -0.01 1.11 0.36  -0.121
4 C -1.38 0.76 0.64  -0.022
5 C -1.41 -0.73 0.44  -0.251
6 C 0.02 -1.24 0.21  -0.154
7 H 2.54 -0.57 -0.95  0.088
8 H 2.64 1.07 -0.26  0.081
9 H 2.80 -0.35 0.78  0.093
10 H 0.35 2.14 0.35  0.096
11 H -2.59 1.76 -1.01  -0.014
12 H -2.74 1.88 -1.73  0.037
13 H -1.92 -1.22 1.28  0.106
14 H -2.07 -0.91 -0.43  0.113
15 H 0.15 -1.83 -0.71  0.122
16 H 0.38 -1.87 1.04  0.125

A single C6H10 molecule, computed with ωB97M-V/def2-TZVPD.

As for the HOMO energy: -8.06 eV. The calculation puts the gap between HOMO and LUMO at 9.15 eV. The SMILES is CC1=CCCC1. As for the multiplicity: 1.

Last column: Löwdin charge in e.
CARTESIAN COORDINATES (ANGSTROEM)
1 C 1.92 0.30 0.19  -0.058
2 C 0.72 -0.04 -0.63  -0.316
3 C -0.10 1.00 -0.87  -0.092
4 C -1.23 0.83 0.11  -0.195
5 C -1.44 -0.70 0.20  -0.176
6 C -0.08 -1.28 -0.26  -0.152
7 H 2.63 -0.49 0.42  0.072
8 H 2.42 1.22 -0.12  0.083
9 H 1.38 0.55 1.14  0.095
10 H 0.27 1.99 -1.13  0.104
11 H -0.68 1.12 1.04  0.115
12 H -2.12 1.44 0.05  0.101
13 H -1.68 -1.00 1.22  0.100
14 H -2.26 -1.03 -0.45  0.104
15 H -0.19 -1.95 -1.12  0.109
16 H 0.43 -1.86 0.52  0.106

A single C6H10 molecule, computed with ωB97M-V/def2-TZVPD.

As for the HOMO energy: -9.29 eV. The calculation puts the gap between HOMO and LUMO at 10.36 eV. The SMILES is CC#CCCC. As for the multiplicity: 1.

Last column: Löwdin charge in e.
CARTESIAN COORDINATES (ANGSTROEM)
1 C 2.86 -0.56 0.81  -0.112
2 C 1.70 -0.22 -0.01  -0.086
3 C 0.72 0.07 -0.65  -0.064
4 C -0.48 0.50 -1.38  -0.214
5 C -1.81 0.20 -0.65  -0.260
6 C -1.71 0.13 0.87  -0.127
7 H 3.80 -0.34 0.28  0.075
8 H 2.85 0.02 1.74  0.076
9 H 2.86 -1.63 1.07  0.074
10 H -0.50 0.04 -2.37  0.108
11 H -0.39 1.58 -1.54  0.112
12 H -2.54 0.96 -0.94  0.100
13 H -2.21 -0.76 -1.01  0.102
14 H -1.20 -0.78 1.18  0.071
15 H -2.70 0.14 1.32  0.068
16 H -1.14 0.98 1.28  0.077

A single C6H10 molecule, computed with ωB97M-V/def2-TZVPD.

As for the HOMO energy: -8.23 eV. The calculation puts the gap between HOMO and LUMO at 8.26 eV. As for the multiplicity: 1.

Last column: Löwdin charge in e.
CARTESIAN COORDINATES (ANGSTROEM)
1 C -1.27 0.50 1.05  -0.082
2 C -0.82 0.00 -0.31  -0.338
3 C -0.42 1.07 -1.35  -0.202
4 C 1.04 0.90 -0.99  0.120
5 C 0.70 -0.45 -0.40  -0.377
6 C 1.63 -1.02 0.67  -0.069
7 H -0.60 1.26 1.44  0.088
8 H -1.30 -0.34 1.76  0.078
9 H -2.29 0.91 0.99  0.079
10 H -1.53 -0.75 -0.67  0.126
11 H 0.59 -1.15 -1.23  0.146
12 H -0.59 0.74 -2.38  0.121
13 H -0.81 2.08 -1.25  0.104
14 H 1.83 -2.09 0.52  0.068
15 H 2.59 -0.50 0.62  0.071
16 H 1.23 -0.89 1.69  0.068

A single C6H10 molecule in a non-equilibrium geometry, computed with ωB97M-V/def2-TZVPD.

As for the HOMO energy (alpha / beta): -7.68 / -7.70 eV. The calculation puts the gap between HOMO and LUMO (alpha / beta) at 7.98 / 7.73 eV. As for the multiplicity: 1.

Last column: Löwdin charge in e.
CARTESIAN COORDINATES (ANGSTROEM)
1 C 1.43 0.59 -0.63  -0.134
2 C 1.93 -0.22 0.49  -0.123
3 C 0.70 0.65 0.57  -0.229
4 C -0.73 -0.31 0.39  -0.407
5 C -2.00 0.17 0.70  0.034
6 C -0.80 -0.53 -1.12  -0.066
7 H 0.39 -0.28 -1.39  0.086
8 H 1.89 1.33 -1.27  0.105
9 H 1.76 -1.30 0.49  0.100
10 H 2.85 0.07 1.00  0.097
11 H 0.56 1.50 1.23  0.127
12 H -0.48 -1.21 0.94  0.126
13 H -2.58 -0.19 1.55  0.058
14 H -2.44 0.99 0.13  0.061
15 H -1.16 -1.51 -1.43  0.081
16 H -1.32 0.27 -1.65  0.083

A single C6H10 molecule, computed with ωB97M-V/def2-TZVPD.

As for the HOMO energy: -9.16 eV. The calculation puts the gap between HOMO and LUMO at 10.25 eV. The SMILES is CC=C=CCC. As for the multiplicity: 1.

Last column: Löwdin charge in e.
CARTESIAN COORDINATES (ANGSTROEM)
1 C 2.48 0.45 0.07  -0.106
2 C 1.81 -0.73 0.75  -0.160
3 C 0.56 -0.98 0.47  -0.057
4 C -0.61 -1.14 -0.10  -0.133
5 C -1.90 -0.40 0.18  -0.257
6 C -1.83 0.98 -0.49  -0.114
7 H 1.96 1.37 0.33  0.070
8 H 3.53 0.55 0.37  0.064
9 H 2.44 0.34 -1.02  0.076
10 H 2.38 -1.37 1.41  0.093
11 H -0.60 -1.75 -1.00  0.111
12 H -2.10 -0.31 1.25  0.106
13 H -2.72 -0.98 -0.25  0.098
14 H -1.38 0.90 -1.48  0.073
15 H -2.82 1.43 -0.61  0.066
16 H -1.21 1.66 0.10  0.071

A single C6H10 molecule in a non-equilibrium geometry, computed with ωB97M-V/def2-TZVPD.

As for the HOMO energy: -9.10 eV. The calculation puts the gap between HOMO and LUMO at 10.33 eV. The SMILES is C=CC/C=C/C. As for the multiplicity: 1.

Last column: Löwdin charge in e.
CARTESIAN COORDINATES (ANGSTROEM)
1 C -1.21 0.36 2.34  -0.006
2 C 0.09 0.30 1.91  -0.175
3 C 0.59 1.15 0.71  -0.229
4 C 0.59 0.57 -0.72  -0.104
5 C 0.13 -0.69 -1.00  -0.110
6 C 0.19 -1.37 -2.44  -0.076
7 H -1.60 -0.16 3.22  0.036
8 H -2.07 1.05 2.07  0.073
9 H 0.70 -0.51 2.12  0.070
10 H 1.50 1.60 1.08  0.081
11 H 0.06 2.20 0.76  0.131
12 H 0.91 1.23 -1.50  0.084
13 H -0.38 -1.28 -0.22  0.090
14 H 1.08 -1.92 -2.47  0.046
15 H 0.12 -0.71 -3.29  0.064
16 H -0.72 -1.82 -2.56  0.023

A single C6H10 molecule in a non-equilibrium geometry, computed with ωB97M-V/def2-TZVPD.

As for the HOMO energy: -8.35 eV. The calculation puts the gap between HOMO and LUMO at 9.46 eV. The SMILES is C=CC=C(C)C. As for the multiplicity: 1.

Last column: Löwdin charge in e.
CARTESIAN COORDINATES (ANGSTROEM)
1 C 1.97 0.52 0.45  -0.048
2 C 1.74 -0.58 -0.19  -0.219
3 C 0.47 -1.14 0.02  -0.096
4 C -0.55 -0.29 -0.06  -0.363
5 C -0.41 1.14 -0.50  -0.082
6 C -1.91 -0.68 0.27  -0.085
7 H 1.27 0.77 1.26  0.097
8 H 2.94 1.03 0.34  0.082
9 H 2.47 -0.99 -0.88  0.115
10 H 0.34 -2.17 0.01  0.099
11 H -0.94 2.01 -0.01  0.112
12 H -0.97 1.23 -1.46  0.097
13 H 0.60 1.42 -0.62  0.025
14 H -2.76 -0.30 -0.29  0.076
15 H -2.07 -0.23 1.29  0.105
16 H -2.19 -1.74 0.37  0.085

A single C6H10 molecule, computed with ωB97M-V/def2-TZVPD.

As for the HOMO energy: -8.55 eV. The calculation puts the gap between HOMO and LUMO at 9.69 eV. The SMILES is CC1=CCCC1. As for the multiplicity: 1.

Last column: Löwdin charge in e.
CARTESIAN COORDINATES (ANGSTROEM)
1 C -1.90 -0.10 -0.68  -0.062
2 C -0.47 -0.49 -0.56  -0.332
3 C 0.04 -1.25 0.42  -0.078
4 C 1.34 -0.61 0.91  -0.173
5 C 0.95 0.85 0.55  -0.194
6 C 0.51 0.62 -0.90  -0.162
7 H -2.59 -0.83 -0.25  0.078
8 H -1.90 0.81 -0.03  0.094
9 H -2.22 0.20 -1.68  0.076
10 H -0.52 -1.96 1.02  0.105
11 H 1.56 -0.79 1.96  0.101
12 H 2.23 -0.94 0.34  0.108
13 H -0.02 1.11 1.05  0.116
14 H 1.66 1.64 0.78  0.099
15 H 1.34 0.28 -1.54  0.115
16 H 0.03 1.48 -1.39  0.110

For the records above, the corresponding electronic energy values read -6383.6545; -6379.9335; -6381.8966; -6382.5360; -6379.7759; -6378.2345; -6382.3225; -6381.4641; -6381.7077; -6382.7002 eV.